(1)
The following is a DFT calculation (ωB97M-V/def2-TZVPD) of the molecule C4HN3 in a non-equilibrium geometry.

Geometry (Å):
N: -0.70 2.39 0.24
N: 2.43 -0.21 -0.22
N: -1.51 -1.92 -0.84
C: -0.62 1.19 0.34
C: 1.35 0.01 0.06
C: -0.87 -1.30 -0.09
C: -0.11 -0.16 0.42
H: -0.10 -0.25 1.39

## Properties
E: -317.1855 a.u.

These are the Löwdin partial charges, in e, on atoms 1 to 6:
1 N 0.192
2 N 0.199
3 N 0.202
4 C -0.151
5 C -0.143
6 C -0.117

=====

(2)
The following is a DFT calculation (ωB97M-V/def2-TZVPD) of the molecule C4HNO2 in a non-equilibrium geometry.

Geometry (Å):
O: -0.50 -1.11 -0.12
O: 3.03 -0.30 0.05
N: -0.59 2.36 -0.15
C: 0.73 -1.04 -0.43
C: -1.24 -0.14 0.22
C: -0.99 1.28 0.11
C: 1.84 -0.46 -0.05
H: -2.29 -0.59 0.38

## Properties
E: -358.0488 a.u.

These are the Löwdin partial charges, in e, on atoms 1 to 6:
1 O 0.025
2 O 0.119
3 N 0.178
4 C -0.038
5 C -0.130
6 C -0.157

=====

(3)
The following is a DFT calculation (ωB97M-V/def2-TZVPD) of the molecule C4HNO2 in a non-equilibrium geometry.

Geometry (Å):
O: 2.84 -0.93 -0.01
O: -1.21 1.18 -0.01
N: 0.09 1.40 0.00
C: 1.88 -0.31 0.00
C: -1.45 -0.14 0.00
C: 0.65 0.18 0.01
C: -0.32 -0.94 0.01
H: -2.49 -0.44 0.00

## Properties
E: -358.0610 a.u.

These are the Löwdin partial charges, in e, on atoms 1 to 6:
1 O 0.303
2 O -0.017
3 N 0.102
4 C -0.018
5 C -0.166
6 C -0.338

=====

(4)
The following is a DFT calculation (ωB97M-V/def2-TZVPD) of a cluster of 2 separate species, C4HNO3 in total in a non-equilibrium geometry.

Geometry (Å):
O: 0.30 -1.54 -2.16
O: -1.04 1.49 -0.94
O: 0.33 1.95 0.89
N: -1.32 -0.78 1.79
C: -0.31 1.71 -0.05
C: 0.50 -1.03 -1.16
C: 0.54 -0.57 0.07
C: -0.51 -0.68 0.99
H: 1.51 -0.55 0.57

## Properties
E: -433.4731 a.u.

These are the Löwdin partial charges, in e, on atoms 1 to 6:
1 O 0.273
2 O 0.196
3 O 0.202
4 N 0.186
5 C -0.468
6 C -0.133

=====

(5)
The following is a DFT calculation (ωB97M-V/def2-TZVPD) of a structure of composition C4HO2Y in a non-equilibrium geometry.

Geometry (Å):
Y: 3.17 0.79 1.49
O: -2.02 -1.44 -0.67
O: 1.80 1.11 -0.43
C: 0.22 -0.08 0.79
C: -1.31 -0.47 -0.15
C: -1.09 0.80 0.01
C: 0.79 1.13 0.39
H: -1.57 -1.85 -1.43

## Properties
multiplicity: 2
charge: +1
E: -341.1721 a.u.

These are the Löwdin partial charges, in e, on atoms 1 to 6:
1 Y 1.572
2 O 0.158
3 O -0.328
4 C 0.047
5 C -0.222
6 C 0.133

=====

(6)
The following is a DFT calculation (ωB97M-V/def2-TZVPD) of a structure of composition C4I3S2 in a non-equilibrium geometry.

Geometry (Å):
I: -0.05 1.97 2.64
I: 1.31 -3.47 -0.35
I: -2.18 2.32 -0.32
S: -0.34 -0.10 -2.88
S: 0.76 -0.91 1.46
C: 1.26 -1.36 -0.09
C: -0.46 0.86 -0.22
C: -0.29 0.13 -1.31
C: -0.01 0.57 1.06

## Properties
charge: -1
E: -1841.7951 a.u.

These are the Löwdin partial charges, in e, on atoms 1 to 6:
1 I 0.676
2 I 0.514
3 I 0.539
4 S 0.578
5 S 0.629
6 C -1.014